1.
Computed, not measured: C15H12O4 in the gas phase in a non-equilibrium geometry, with wB97M-V/def2-TZVPD.

The SMILES is O=C(O)COc1ccc(C(=O)c2ccccc2)cc1. As for the HOMO energy: -8.72 eV. The max |F| comes out at 19.16 eV/Å. The value obtained for the energy above the lowest of the compared OMol25 structures with the same formula, charge and spin is 11.2055 eV. The calculation puts the electronic energy at -879.30420 Ha.

```
31
C15H12O4 wB97M-V/def2-TZVPD
O 0.85 -1.05 -5.88
C 0.17 -1.37 -5.07
O 0.58 -2.40 -4.34
C -1.32 -0.56 -4.54
O -1.62 -1.05 -3.12
C -0.88 -0.75 -2.01
C -1.21 -0.86 -0.89
C -0.52 -0.50 0.28
C 0.57 0.16 0.12
C 1.39 0.69 1.32
O 2.60 0.63 1.37
C 0.52 0.68 2.60
C -0.65 1.23 2.70
C -1.15 1.54 3.73
C -0.56 1.04 5.09
C 0.65 0.71 5.04
C 1.42 0.31 3.96
C 1.28 0.53 -1.06
C 0.48 0.29 -2.18
H 1.30 -2.78 -4.53
H -1.95 -1.17 -5.16
H -0.95 0.44 -4.68
H -2.14 -1.68 -0.71
H -0.73 -0.90 1.17
H -1.27 1.58 1.73
H -2.22 1.92 3.79
H -0.97 1.53 5.92
H 1.22 0.19 6.04
H 2.43 -0.02 3.78
H 2.08 1.06 -1.20
H 0.58 0.55 -3.25
```



2.
Computed, not measured: a molecular structure, C10H13N3 in a non-equilibrium geometry, with wB97M-V/def2-TZVPD.

As for the HOMO energy: -8.03 eV. The max |F| comes out at 13.97 eV/Å. The value obtained for the energy above the lowest of the compared OMol25 structures with the same formula, charge and spin is 10.6674 eV. The calculation puts the electronic energy at -552.72553 Ha.

```
26
C10H13N3 wB97M-V/def2-TZVPD
C -1.87 -0.38 1.15
C -3.62 -0.42 -0.25
C -1.35 0.37 -0.93
C 0.23 2.06 -0.27
C 1.99 1.00 0.06
C 3.43 0.85 0.24
C 3.82 -0.59 0.07
C 3.00 -1.46 -0.23
C 1.68 -1.17 -0.35
C 0.99 0.04 -0.18
H -3.29 -0.99 1.53
H -1.15 0.38 2.30
H -0.98 -1.39 0.87
H -4.31 0.42 -0.71
H -4.15 -0.40 0.70
H -3.20 -1.40 -0.75
H -1.50 0.81 -1.84
H -1.48 -0.68 -1.20
H -0.53 2.96 -0.15
H 4.19 1.79 0.42
H 4.90 -0.65 0.11
H 3.11 -2.56 -0.21
H 1.02 -2.03 -0.31
N -2.35 0.37 0.15
N 0.00 0.85 -0.51
N 1.41 2.23 0.26
```



3.
Computed, not measured: a gas-phase ion, C6H10N (charge +1) in a non-equilibrium geometry, with wB97M-V/def2-TZVPD.

The SMILES is C#[N+]C/C(C)=C/C. As for the HOMO energy: -13.08 eV. The max |F| comes out at 6.01 eV/Å. Its net charge is +1. The value obtained for the energy above the lowest of the compared OMol25 structures with the same formula, charge and spin is 2.8332 eV. The calculation puts the electronic energy at -288.97885 Ha.

```
17
C6H10N wB97M-V/def2-TZVPD
C -1.18 1.10 -3.04
N -1.64 0.94 -2.00
C -1.58 0.55 -0.70
C -0.28 0.16 -0.02
C 0.85 0.03 -1.02
C -0.04 0.22 1.30
C 1.08 -0.55 1.91
H -1.07 1.02 -4.14
H -2.07 -0.43 -0.43
H -2.09 1.39 -0.13
H 0.56 -0.66 -1.80
H 1.01 1.05 -1.35
H 1.69 -0.37 -0.52
H -0.91 0.28 1.86
H 0.83 -1.59 1.85
H 1.19 -0.21 2.96
H 1.89 -0.45 1.21
```



4.
Computed, not measured: a molecular structure, C42H54B3N3O20S2 in a non-equilibrium geometry, with wB97M-V/def2-TZVPD.

As for the HOMO energy: -7.84 eV. The max |F| comes out at 3.06 eV/Å. The value obtained for the energy above the lowest of the compared OMol25 structures with the same formula, charge and spin is 0.0000 eV. The calculation puts the electronic energy at -4172.96357 Ha.

```
124
C42H54B3N3O20S2 wB97M-V/def2-TZVPD
C 4.25 4.64 2.83
C 3.68 4.66 1.34
C 2.84 3.37 1.13
C 2.35 3.07 -0.34
N 2.15 4.18 -1.25
C 3.29 4.74 -1.94
C 4.15 3.66 -2.76
C 5.61 3.50 -2.23
C 5.78 2.52 -1.01
B 5.53 0.98 -1.35
O 6.49 0.01 -0.94
B 6.98 -0.56 -2.17
C 8.55 -0.49 -2.43
C 9.44 -0.25 -1.15
O 10.09 1.02 -1.21
C 10.50 -1.43 -1.07
N 11.57 -1.05 -0.13
O 6.01 -1.09 -3.05
B 4.84 -0.27 -3.13
N 4.07 -0.15 -4.39
C 2.91 -0.71 -4.28
C 1.71 -0.16 -3.48
C 2.68 -2.07 -5.02
O 4.37 0.49 -2.01
C 1.03 4.98 -1.09
S 0.37 5.95 -2.30
S 0.06 5.02 0.50
C -1.31 3.82 0.10
C -1.22 2.49 0.93
C -1.05 2.69 2.48
H 5.36 4.64 2.79
H 3.97 5.55 3.41
H 3.97 3.69 3.34
H 4.59 4.63 0.70
H 3.15 5.62 1.15
H 3.43 2.49 1.48
H 1.95 3.45 1.81
H 1.36 2.56 -0.23
H 3.01 2.27 -0.74
H 3.03 5.50 -2.70
H 4.05 5.26 -1.29
H 4.22 3.98 -3.82
H 3.55 2.72 -2.75
H 5.95 4.51 -1.87
H 6.27 3.24 -3.09
H 6.85 2.62 -0.67
H 5.16 2.77 -0.12
H 8.72 0.38 -3.12
H 8.90 -1.44 -2.92
H 8.87 -0.29 -0.19
H 9.42 1.69 -1.41
H 9.93 -2.28 -0.63
H 10.88 -1.69 -2.08
H 12.19 -0.37 -0.57
H 11.14 -0.52 0.63
H 1.05 0.41 -4.17
H 1.10 -1.03 -3.12
H 1.99 0.44 -2.59
H 2.78 -2.92 -4.32
H 3.32 -2.15 -5.92
H 1.62 -2.06 -5.38
H -1.22 3.52 -0.97
H -2.31 4.31 0.18
H -0.45 1.78 0.55
H -2.21 1.96 0.79
H -0.74 1.73 2.93
H -0.27 3.44 2.74
H -2.04 3.04 2.87
C -7.91 3.76 -1.02
C -6.69 4.27 -1.19
C -5.47 3.52 -0.79
O -4.37 4.00 -0.98
C -5.64 2.21 -0.16
C -6.86 1.71 0.02
C -8.08 2.44 -0.41
O -9.17 1.93 -0.25
O -7.04 0.50 0.59
O -6.50 5.49 -1.74
H -8.81 4.30 -1.31
H -4.75 1.69 0.14
H -8.00 0.35 0.61
H -5.54 5.62 -1.76
C -4.48 -1.51 0.69
C -3.26 -1.00 0.52
C -2.04 -1.74 0.92
O -0.94 -1.24 0.72
C -2.20 -3.05 1.54
C -3.42 -3.57 1.72
C -4.65 -2.83 1.29
O -5.74 -3.35 1.46
O -3.59 -4.77 2.29
O -3.09 0.22 -0.04
H -5.38 -0.98 0.40
H -1.31 -3.57 1.85
H -4.55 -4.92 2.31
H -2.13 0.36 -0.06
C -5.74 -5.32 -1.39
C -6.71 -6.10 -1.87
C -6.74 -6.50 -3.31
O -7.64 -7.22 -3.71
C -5.69 -5.99 -4.19
C -4.72 -5.21 -3.70
C -4.67 -4.84 -2.26
O -3.76 -4.14 -1.85
O -3.74 -4.73 -4.49
O -7.71 -6.55 -1.09
H -5.71 -5.02 -0.35
H -5.73 -6.28 -5.23
H -3.17 -4.21 -3.90
H -8.27 -7.09 -1.68
C -5.51 -4.18 7.75
C -5.38 -3.79 6.47
C -4.05 -3.72 5.80
O -3.99 -3.38 4.64
C -2.87 -4.06 6.59
C -2.99 -4.44 7.87
C -4.33 -4.54 8.53
O -4.39 -4.91 9.68
O -1.92 -4.76 8.61
O -6.46 -3.45 5.73
H -6.47 -4.23 8.24
H -1.91 -3.99 6.10
H -2.28 -5.00 9.49
H -6.10 -3.21 4.86
```



5.
Computed, not measured: C17H16Cl3NO2S in the gas phase in a non-equilibrium geometry, with wB97M-V/def2-TZVPD.

The SMILES is CCN1Cc2c(Cl)cc(Cl)cc2[C@@H](c2cccc(S(=O)(=O)Cl)c2)C1. As for the HOMO energy: -8.20 eV. The max |F| comes out at 5.71 eV/Å. The value obtained for the energy above the lowest of the compared OMol25 structures with the same formula, charge and spin is 2.5963 eV. The calculation puts the electronic energy at -2641.28236 Ha.

```
40
C17H16Cl3NO2S wB97M-V/def2-TZVPD
C 3.10 1.64 1.71
C 1.89 0.77 1.48
N 1.87 0.16 0.13
C 2.16 -1.30 0.05
C 1.09 -2.03 -0.77
C 1.10 -3.52 -0.63
Cl 2.40 -4.43 0.04
C -0.08 -4.14 -1.03
C -1.17 -3.41 -1.66
Cl -2.72 -4.19 -1.97
C -0.96 -1.99 -1.95
C 0.15 -1.39 -1.48
C 0.12 0.15 -1.64
C -1.05 0.91 -1.01
C -1.65 1.93 -1.69
C -2.65 2.73 -1.11
C -2.89 2.44 0.35
C -2.29 1.43 1.03
S -2.59 1.23 2.88
O -2.48 2.59 3.49
O -4.02 0.71 2.95
Cl -1.07 -0.08 3.61
C -1.33 0.69 0.31
C 1.42 0.83 -1.11
H 3.24 1.92 2.75
H 4.03 1.10 1.49
H 3.08 2.56 1.12
H 1.94 -0.10 2.12
H 0.98 1.25 1.59
H 3.15 -1.44 -0.47
H 2.19 -1.86 1.00
H -0.13 -5.25 -0.93
H -1.62 -1.50 -2.61
H 0.07 0.36 -2.72
H -1.46 2.20 -2.72
H -3.11 3.54 -1.62
H -3.52 3.03 1.06
H -0.72 -0.09 0.66
H 1.30 1.88 -0.94
H 2.20 0.65 -1.77
```



6.
Computed, not measured: a molecular structure, C19H31N5ORh, with wB97M-V/def2-TZVPD.

As for the HOMO energy: -19.19 eV. The max |F| comes out at 0.41 eV/Å. Its net charge is +3. The value obtained for the energy above the lowest of the compared OMol25 structures with the same formula, charge and spin is 0.0000 eV. The calculation puts the electronic energy at -1201.23995 Ha.

```
57
C19H31N5ORh wB97M-V/def2-TZVPD
Rh 0.34 0.12 0.23
C 0.60 -4.10 -0.49
C 0.25 -2.68 -0.22
N 1.11 -1.74 -0.03
C 2.57 -1.84 -0.08
C 3.13 -0.68 0.76
N 2.34 0.61 0.61
C 2.86 1.53 -0.44
C 2.25 1.10 -1.76
N 0.77 1.06 -1.58
C 0.18 2.46 -1.64
C -0.55 2.87 -0.34
N -1.08 1.60 0.13
C -2.31 1.24 0.04
C -3.46 2.15 -0.21
C -2.49 -0.26 0.04
C -3.67 -1.00 0.03
C -3.57 -2.38 -0.08
C -2.33 -3.01 -0.19
C -1.19 -2.22 -0.17
N -1.32 -0.89 -0.07
H 1.44 -4.17 -1.19
H -0.23 -4.66 -0.90
H 0.91 -4.59 0.45
H 2.87 -1.77 -1.13
H 2.94 -2.79 0.31
H 4.17 -0.50 0.49
H 3.10 -0.94 1.81
H 2.41 1.06 1.52
H 3.95 1.53 -0.48
H 2.54 2.54 -0.17
H 2.59 0.11 -2.06
H 2.52 1.79 -2.56
H 0.37 0.52 -2.34
H -0.52 2.47 -2.48
H 0.98 3.16 -1.87
H -1.30 3.63 -0.54
H 0.14 3.26 0.41
H -3.52 2.91 0.58
H -4.41 1.62 -0.24
H -3.35 2.68 -1.16
H -4.64 -0.52 0.10
H -4.47 -2.98 -0.09
H -2.26 -4.08 -0.27
C -0.51 -1.03 4.44
C 0.14 0.35 4.54
C -0.11 0.95 3.18
O 0.10 -0.20 2.28
C -0.30 -1.44 2.98
H -1.58 -0.97 4.66
H -0.07 -1.75 5.12
H 1.21 0.27 4.73
H -0.30 0.96 5.33
H 0.58 1.73 2.88
H -1.14 1.30 3.06
H 0.52 -2.15 2.85
H -1.20 -1.82 2.51
```



7.
Computed, not measured: a molecular structure, C44H42AlBeCl4F9LiN2O9PS in a non-equilibrium geometry, with wB97M-V/def2-TZVPD.

As for the HOMO energy: -10.45 eV. The max |F| comes out at 10.03 eV/Å. Its net charge is +2. The calculation puts the electronic energy at -6230.45613 Ha.

```
115
C44H42AlBeCl4F9LiN2O9PS wB97M-V/def2-TZVPD
C 2.61 2.09 5.17
P 0.70 2.07 5.50
C 0.49 1.13 7.20
C -0.09 0.89 4.22
C -1.47 0.05 4.53
C -2.17 -0.95 3.41
C -3.57 -1.68 3.84
C -3.42 -3.23 4.36
C -2.39 -3.42 5.63
Cl -2.17 -5.28 5.88
C -1.40 -1.12 1.96
C 0.00 -0.30 1.61
C 0.63 0.71 2.76
C 0.79 -0.42 0.14
O 1.88 0.38 0.02
C 0.21 -1.41 -1.02
C 0.96 -1.60 -2.50
C 2.33 -0.79 -2.94
N 3.55 -1.15 -2.07
C 0.36 -2.66 -3.64
C -0.99 -3.54 -3.29
C -1.75 -3.32 -1.82
C -1.18 -2.27 -0.66
C -1.98 -2.13 0.80
O -3.07 -2.92 0.92
H 3.11 2.15 6.25
H 2.95 3.03 4.53
H 2.96 1.06 4.71
H -0.66 0.87 7.38
H 1.12 0.14 7.06
H 0.95 1.79 8.05
H -1.99 0.15 5.58
H -4.34 -1.66 2.96
H -4.01 -1.05 4.75
H -4.49 -3.55 4.77
H -3.20 -3.97 3.47
H -2.88 -3.05 6.65
H -1.31 -3.00 5.46
H 1.63 1.29 2.47
H 2.66 -1.06 -4.05
H 2.13 0.39 -2.93
H 4.36 -0.75 -2.62
H 3.67 -2.21 -2.10
H 0.92 -2.75 -4.68
H -1.36 -4.30 -4.12
H -2.71 -4.00 -1.66
C -7.73 -1.20 -7.83
C -7.80 -2.44 -8.45
C -7.51 -3.60 -7.73
C -7.13 -3.51 -6.38
C -7.04 -2.26 -5.76
C -7.35 -1.10 -6.49
C -6.61 -2.15 -4.36
O -6.53 -1.06 -3.82
C -6.25 -3.38 -3.62
C -5.78 -3.28 -2.30
C -5.46 -4.44 -1.59
C -5.61 -5.69 -2.18
C -6.08 -5.79 -3.50
C -6.39 -4.63 -4.22
C -6.85 -4.74 -5.62
O -6.98 -5.84 -6.14
H -7.97 -0.30 -8.39
H -8.08 -2.52 -9.50
H -7.57 -4.57 -8.22
H -7.30 -0.13 -6.01
H -5.66 -2.31 -1.83
H -5.08 -4.37 -0.57
H -5.37 -6.60 -1.63
H -6.19 -6.77 -3.95
F 3.46 -2.67 -4.61
C 8.60 -0.31 -3.72
C 8.17 1.07 -4.21
C 6.71 1.39 -3.90
C 5.80 0.37 -4.58
N 5.06 -0.47 -5.14
H 8.03 -1.10 -4.21
H 9.66 -0.48 -3.94
H 8.45 -0.40 -2.64
H 8.34 1.13 -5.29
H 8.81 1.83 -3.74
H 6.45 2.39 -4.26
H 6.53 1.36 -2.82
C 2.40 8.46 3.39
C 3.77 8.26 4.04
C 4.83 7.63 3.14
F 4.48 6.39 2.73
F 6.01 7.50 3.81
F 3.62 7.56 5.20
F 4.22 9.50 4.42
O 1.42 7.46 3.66
C 1.48 6.30 2.82
C 1.81 5.02 3.59
F 3.01 5.12 4.23
F 1.90 3.95 2.76
F 2.33 6.54 1.79
F 0.24 6.19 2.26
H 1.97 9.37 3.82
H 2.47 8.68 2.31
H 5.02 8.25 2.26
H 1.05 4.81 4.34
C 9.28 -2.71 -0.17
Cl 9.53 -1.05 0.37
Cl 10.47 -3.17 -1.39
H 9.38 -3.38 0.69
H 8.28 -2.80 -0.60
Li -9.81 -4.16 -7.32
Cl 2.90 1.87 8.11
Al 7.40 -3.92 1.12
O -2.28 6.78 4.69
S -2.22 5.32 4.84
O -0.81 4.89 4.86
O -2.91 4.68 3.70
O -2.87 4.92 6.10
Be -10.49 -4.36 -4.43
```



8.
Computed, not measured: 6 unconnected molecules or ions with the total composition C15H29F2NO24S6 in a non-equilibrium geometry, with wB97M-V/def2-TZVPD.

The SMILES is COC(=O)N(C[C@H](C)F)S(=O)(=O)F.O=S1(=O)OCCO1.O=S1(=O)OCCO1.O=S1(=O)OCCO1.O=S1(=O)OCCO1.O=S1(=O)OCCO1. As for the HOMO energy: -11.16 eV. The max |F| comes out at 3.78 eV/Å. The calculation puts the electronic energy at -5038.16284 Ha.

```
77
C15H29F2NO24S6 wB97M-V/def2-TZVPD
C 1.76 1.64 4.54
O 2.79 2.33 3.78
C 3.38 1.56 2.84
O 4.42 0.99 3.03
N 2.73 1.39 1.53
C 1.57 0.42 1.58
C 1.98 -0.93 2.12
C 2.47 -1.91 1.06
F 0.84 -1.48 2.69
S 2.13 2.85 0.99
O 1.39 2.70 -0.21
O 3.17 3.80 0.79
F 1.09 3.42 2.04
H 0.80 1.86 4.09
H 1.80 2.03 5.55
H 1.95 0.57 4.58
H 0.74 0.86 2.11
H 1.24 0.29 0.56
H 2.72 -0.90 2.92
H 2.89 -1.42 0.18
H 3.15 -2.61 1.51
H 1.60 -2.50 0.76
O -1.42 -0.15 1.84
S -1.89 -1.49 1.76
O -1.07 -2.58 1.41
O -3.16 -1.50 0.78
C -4.31 -2.02 1.47
C -4.08 -1.66 2.92
O -2.67 -1.84 3.12
H -4.34 -3.10 1.33
H -5.22 -1.58 1.08
H -4.64 -2.29 3.61
H -4.32 -0.61 3.12
O -6.07 -3.43 -0.15
S -5.58 -4.76 -0.27
O -4.94 -5.42 0.81
O -4.65 -4.83 -1.56
C -5.15 -5.82 -2.48
C -6.64 -5.84 -2.24
O -6.77 -5.68 -0.81
H -4.69 -6.78 -2.23
H -4.90 -5.54 -3.51
H -7.10 -6.77 -2.56
H -7.13 -5.00 -2.72
O 8.42 2.07 -0.21
S 7.67 1.86 -1.40
O 8.23 1.24 -2.54
O 7.02 3.26 -1.83
C 5.59 3.14 -1.91
C 5.24 2.07 -0.91
O 6.30 1.11 -1.03
H 5.33 2.84 -2.92
H 5.12 4.09 -1.68
H 4.28 1.60 -1.11
H 5.25 2.46 0.11
O -0.07 9.67 2.34
S 0.90 8.92 3.05
O 1.47 9.38 4.26
O 2.07 8.52 2.03
C 2.22 7.09 1.98
C 0.84 6.55 2.29
O 0.33 7.44 3.29
H 2.94 6.80 2.74
H 2.58 6.78 1.00
H 0.87 5.54 2.65
H 0.19 6.61 1.42
O -4.94 -4.40 -5.06
S -4.07 -4.47 -6.19
O -4.53 -4.84 -7.47
O -2.82 -5.38 -5.78
C -1.59 -4.64 -5.93
C -1.99 -3.20 -5.70
O -3.28 -3.08 -6.31
H -1.23 -4.80 -6.95
H -0.85 -4.99 -5.22
H -1.29 -2.50 -6.14
H -2.10 -2.99 -4.63
```



Which of these has the lowest electronic energy? C44H42AlBeCl4F9LiN2O9PS



The lowest electronic energy belongs to which entry? C44H42AlBeCl4F9LiN2O9PS



electronic energy of number 5 (C17H16Cl3NO2S)? -2641.28236 Ha



Repeat the seventh record exactly.
Computed, not measured: a molecular structure, C44H42AlBeCl4F9LiN2O9PS in a non-equilibrium geometry, with wB97M-V/def2-TZVPD.

As for the HOMO energy: -10.45 eV. The max |F| comes out at 10.03 eV/Å. Its net charge is +2. The calculation puts the electronic energy at -6230.45613 Ha.

```
115
C44H42AlBeCl4F9LiN2O9PS wB97M-V/def2-TZVPD
C 2.61 2.09 5.17
P 0.70 2.07 5.50
C 0.49 1.13 7.20
C -0.09 0.89 4.22
C -1.47 0.05 4.53
C -2.17 -0.95 3.41
C -3.57 -1.68 3.84
C -3.42 -3.23 4.36
C -2.39 -3.42 5.63
Cl -2.17 -5.28 5.88
C -1.40 -1.12 1.96
C 0.00 -0.30 1.61
C 0.63 0.71 2.76
C 0.79 -0.42 0.14
O 1.88 0.38 0.02
C 0.21 -1.41 -1.02
C 0.96 -1.60 -2.50
C 2.33 -0.79 -2.94
N 3.55 -1.15 -2.07
C 0.36 -2.66 -3.64
C -0.99 -3.54 -3.29
C -1.75 -3.32 -1.82
C -1.18 -2.27 -0.66
C -1.98 -2.13 0.80
O -3.07 -2.92 0.92
H 3.11 2.15 6.25
H 2.95 3.03 4.53
H 2.96 1.06 4.71
H -0.66 0.87 7.38
H 1.12 0.14 7.06
H 0.95 1.79 8.05
H -1.99 0.15 5.58
H -4.34 -1.66 2.96
H -4.01 -1.05 4.75
H -4.49 -3.55 4.77
H -3.20 -3.97 3.47
H -2.88 -3.05 6.65
H -1.31 -3.00 5.46
H 1.63 1.29 2.47
H 2.66 -1.06 -4.05
H 2.13 0.39 -2.93
H 4.36 -0.75 -2.62
H 3.67 -2.21 -2.10
H 0.92 -2.75 -4.68
H -1.36 -4.30 -4.12
H -2.71 -4.00 -1.66
C -7.73 -1.20 -7.83
C -7.80 -2.44 -8.45
C -7.51 -3.60 -7.73
C -7.13 -3.51 -6.38
C -7.04 -2.26 -5.76
C -7.35 -1.10 -6.49
C -6.61 -2.15 -4.36
O -6.53 -1.06 -3.82
C -6.25 -3.38 -3.62
C -5.78 -3.28 -2.30
C -5.46 -4.44 -1.59
C -5.61 -5.69 -2.18
C -6.08 -5.79 -3.50
C -6.39 -4.63 -4.22
C -6.85 -4.74 -5.62
O -6.98 -5.84 -6.14
H -7.97 -0.30 -8.39
H -8.08 -2.52 -9.50
H -7.57 -4.57 -8.22
H -7.30 -0.13 -6.01
H -5.66 -2.31 -1.83
H -5.08 -4.37 -0.57
H -5.37 -6.60 -1.63
H -6.19 -6.77 -3.95
F 3.46 -2.67 -4.61
C 8.60 -0.31 -3.72
C 8.17 1.07 -4.21
C 6.71 1.39 -3.90
C 5.80 0.37 -4.58
N 5.06 -0.47 -5.14
H 8.03 -1.10 -4.21
H 9.66 -0.48 -3.94
H 8.45 -0.40 -2.64
H 8.34 1.13 -5.29
H 8.81 1.83 -3.74
H 6.45 2.39 -4.26
H 6.53 1.36 -2.82
C 2.40 8.46 3.39
C 3.77 8.26 4.04
C 4.83 7.63 3.14
F 4.48 6.39 2.73
F 6.01 7.50 3.81
F 3.62 7.56 5.20
F 4.22 9.50 4.42
O 1.42 7.46 3.66
C 1.48 6.30 2.82
C 1.81 5.02 3.59
F 3.01 5.12 4.23
F 1.90 3.95 2.76
F 2.33 6.54 1.79
F 0.24 6.19 2.26
H 1.97 9.37 3.82
H 2.47 8.68 2.31
H 5.02 8.25 2.26
H 1.05 4.81 4.34
C 9.28 -2.71 -0.17
Cl 9.53 -1.05 0.37
Cl 10.47 -3.17 -1.39
H 9.38 -3.38 0.69
H 8.28 -2.80 -0.60
Li -9.81 -4.16 -7.32
Cl 2.90 1.87 8.11
Al 7.40 -3.92 1.12
O -2.28 6.78 4.69
S -2.22 5.32 4.84
O -0.81 4.89 4.86
O -2.91 4.68 3.70
O -2.87 4.92 6.10
Be -10.49 -4.36 -4.43
```